1 | {
  "formula": "C2H6O",
  "method": "ωB97M-V with the def2-TZVPD basis set",
  "species": ["C", "C", "O", "H", "H", "H", "H", "H", "H"],
  "coordinates": [[0.862, 0.431, -0.750], [0.765, -0.691, -0.021], [-1.525, 0.467, 0.640], [1.304, 1.354, -0.321], [-1.987, -0.789, 0.897], [0.753, 0.526, -1.850], [0.295, -1.589, -0.525], [1.572, -0.715, 0.790], [-2.039, 1.007, 1.140]],
  "total_charge": 0
}


2 | {
  "formula": "C2H6O",
  "method": "ωB97M-V with the def2-TZVPD basis set",
  "species": ["C", "C", "O", "H", "H", "H", "H", "H", "H"],
  "coordinates": [[-0.149, 1.045, 0.565], [0.452, -0.314, 0.195], [-0.218, -0.792, -0.900], [0.373, 1.414, 1.456], [-1.177, 1.048, 0.792], [-0.040, 1.814, -0.243], [1.528, -0.345, 0.034], [0.394, -0.803, 1.255], [-1.147, -1.176, -0.653]],
  "smiles": "CCO",
  "total_charge": 0
}


Quick one: least stable of them? 1


1 | {
  "formula": "C2H6O",
  "method": "ωB97M-V with the def2-TZVPD basis set",
  "species": ["C", "C", "O", "H", "H", "H", "H", "H", "H"],
  "coordinates": [[0.847, -0.043, -0.148], [-0.606, -0.258, -0.202], [-1.264, 0.898, 0.268], [1.463, -0.941, -0.345], [1.034, 0.288, 0.891], [1.288, 0.744, -0.814], [-1.003, -0.476, -1.240], [-0.820, -1.153, 0.359], [-0.939, 0.940, 1.231]],
  "smiles": "CCO",
  "total_charge": 0
}


2 | {
  "formula": "C2H6O",
  "method": "ωB97M-V with the def2-TZVPD basis set",
  "species": ["C", "C", "H", "H", "H", "H", "O", "H", "H"],
  "coordinates": [[-1.222, -0.500, 0.698], [-0.729, 0.753, 0.676], [-1.017, -1.155, -0.157], [-1.782, -0.922, 1.540], [-0.118, 1.104, -0.165], [-0.867, 1.434, 1.524], [2.085, -0.597, -1.413], [2.206, 0.048, -0.680], [1.444, -0.164, -2.021]],
  "smiles": "C=C.O",
  "total_charge": 0
}


Quick one: least stable of them? 2


1 | {
  "formula": "C4H2O3",
  "method": "ωB97M-V with the def2-TZVPD basis set",
  "species": ["C", "C", "C", "O", "H", "H", "O", "C", "O"],
  "coordinates": [[0.184, -1.009, -1.377], [0.645, -0.821, -0.155], [1.446, 0.040, 0.502], [1.835, 0.686, 1.398], [0.290, -0.246, -2.285], [-0.280, -1.901, -1.771], [-1.362, 0.782, 2.331], [-1.367, 1.106, 1.232], [-1.391, 1.362, 0.126]],
  "smiles": "C=C=C=O.O=C=O",
  "total_charge": 0
}


2 | {
  "formula": "C4H2O3",
  "method": "ωB97M-V with the def2-TZVPD basis set",
  "species": ["C", "C", "O", "O", "C", "C", "O", "H", "H"],
  "coordinates": [[-1.306, 0.267, -0.018], [-0.067, 0.675, 0.087], [0.724, 1.784, -0.163], [1.910, 0.992, 0.001], [1.132, -0.138, 0.286], [0.873, -1.353, -0.100], [0.411, -2.419, -0.082], [-1.558, -0.746, 0.222], [-2.119, 0.939, -0.233]],
  "smiles": "C=c1ooc1=C=O",
  "total_charge": 0
}


Quick one: least stable of them? 2


1 | {
  "formula": "C4H7NOS",
  "method": "ωB97M-V with the def2-TZVPD basis set",
  "species": ["O", "C", "C", "C", "N", "C", "S", "H", "H", "H", "H", "H", "H", "H"],
  "coordinates": [[-0.454, 2.274, -0.342], [-0.943, 1.124, 0.399], [-0.604, -0.122, -0.493], [-0.721, -1.465, 0.032], [0.557, -0.807, -0.303], [1.906, -0.663, -0.051], [2.693, 0.718, -0.051], [0.526, 2.018, -0.544], [-1.988, 1.364, 0.758], [-0.472, 1.052, 1.377], [-1.022, -0.094, -1.539], [-0.931, -1.666, 1.105], [-0.960, -2.158, -0.770], [2.412, -1.575, 0.422]],
  "smiles": "OC[C@@H]1CN1C=S",
  "total_charge": 0
}


2 | {
  "formula": "C4H7NOS",
  "method": "ωB97M-V with the def2-TZVPD basis set",
  "species": ["C", "C", "O", "C", "C", "N", "S", "H", "H", "H", "H", "H", "H", "H"],
  "coordinates": [[0.132, -1.534, -0.125], [0.252, -0.260, -0.201], [-0.842, 0.634, -0.062], [-2.116, 0.022, 0.143], [1.623, 0.282, -0.239], [1.647, 1.655, -0.049], [3.123, -0.440, 0.074], [1.071, -2.169, -0.076], [-0.797, -2.063, 0.046], [-2.317, -0.656, -0.772], [-2.795, 0.842, -0.001], [-2.245, -0.542, 1.102], [0.758, 2.141, 0.001], [2.507, 2.087, 0.159]],
  "smiles": "C=C(OC)C(N)=S",
  "total_charge": 0
}


Quick one: least stable of them? 1


1 | {
  "formula": "C3H4N4",
  "method": "ωB97M-V with the def2-TZVPD basis set",
  "species": ["H", "N", "C", "N", "C", "N", "N", "C", "H", "H", "H"],
  "coordinates": [[-1.758, -0.081, -1.862], [-0.627, -0.247, -2.356], [0.394, -0.359, -1.562], [0.256, -0.236, -0.167], [0.966, -0.482, 0.830], [0.419, 0.005, 1.892], [-0.622, 0.820, 1.481], [-0.685, 0.628, 0.250], [1.495, -0.774, -1.896], [1.719, -1.476, 1.031], [-1.495, 1.223, -0.338]],
  "smiles": "[H]/N=C\\n1cnnc1",
  "total_charge": 0
}


2 | {
  "formula": "C3H4N4",
  "method": "ωB97M-V with the def2-TZVPD basis set",
  "species": ["N", "C", "C", "N", "N", "C", "N", "H", "H", "H", "H"],
  "coordinates": [[0.551, 2.610, 0.050], [0.588, 1.478, 0.118], [0.266, 0.111, 0.241], [-0.520, -0.066, 1.447], [-0.756, -0.065, -1.251], [1.287, -0.893, 0.017], [1.933, -1.822, -0.272], [-1.506, 0.356, 1.447], [-0.546, -0.935, 1.844], [-0.371, 0.258, -2.167], [-0.925, -1.032, -1.474]],
  "smiles": "N#CC(N)(N)C#N",
  "total_charge": 0
}


3 | {
  "formula": "C3H4N4",
  "method": "ωB97M-V with the def2-TZVPD basis set",
  "species": ["N", "C", "C", "N", "C", "N", "N", "H", "H", "H", "H"],
  "coordinates": [[-0.572, 1.324, 1.370], [-0.308, 0.479, 0.331], [0.247, -0.795, 0.600], [0.681, -1.541, -0.382], [0.456, -1.035, -1.612], [-0.215, 0.063, -1.900], [-0.601, 0.859, -0.906], [-0.041, 1.139, 2.202], [-0.752, 2.290, 1.135], [0.300, -1.184, 1.622], [0.819, -1.611, -2.454]],
  "smiles": "Nc1cncnn1",
  "total_charge": 0
}


Quick one: least stable of them? 1


1 | {
  "formula": "C3H4N4",
  "method": "ωB97M-V with the def2-TZVPD basis set",
  "species": ["N", "C", "C", "N", "C", "N", "N", "H", "H", "H", "H"],
  "coordinates": [[-0.455, -1.798, -0.597], [-0.768, -0.495, -0.139], [-0.310, 0.066, 1.006], [0.240, 1.031, 1.506], [1.214, 1.633, 0.611], [1.040, 1.337, -0.643], [0.298, 0.719, -1.333], [-0.528, -2.459, 0.159], [-1.041, -2.068, -1.377], [-1.753, -0.060, -0.265], [2.078, 2.091, 1.045]],
  "total_charge": 0
}


2 | {
  "formula": "C3H4N4",
  "method": "ωB97M-V with the def2-TZVPD basis set",
  "species": ["C", "N", "N", "N", "C", "C", "N", "H", "H", "H", "H"],
  "coordinates": [[-1.479, -1.358, 2.044], [-0.607, -1.266, 0.928], [-0.392, -0.248, 0.264], [0.537, 0.152, -0.427], [0.802, 0.702, -1.488], [1.627, 1.483, -2.077], [2.166, 1.900, -3.224], [-1.317, -0.641, 2.887], [-2.612, -1.089, 1.830], [-1.353, -2.405, 2.411], [2.627, 2.770, -3.148]],
  "smiles": "C/N=N/N=C=C=N",
  "total_charge": 0
}


Quick one: least stable of them? 2


1 | {
  "formula": "C3H4N4",
  "method": "ωB97M-V with the def2-TZVPD basis set",
  "species": ["C", "C", "N", "N", "N", "N", "C", "H", "H", "H", "H"],
  "coordinates": [[1.176, 1.740, 1.510], [0.069, 1.053, 1.434], [-0.896, 0.437, 1.058], [-1.328, -0.812, 1.016], [-1.120, -1.592, 0.078], [-0.337, -1.579, -0.902], [-0.291, -1.229, -2.113], [1.637, 2.029, 2.428], [1.661, 2.120, 0.645], [-0.917, -0.481, -2.428], [0.347, -1.685, -2.727]],
  "smiles": "C=C=N/N=N\\N=C",
  "total_charge": 0
}


2 | {
  "formula": "C3H4N4",
  "method": "ωB97M-V with the def2-TZVPD basis set",
  "species": ["N", "C", "C", "N", "C", "N", "N", "H", "H", "H", "H"],
  "coordinates": [[2.012, -0.134, -0.438], [0.605, -0.149, -0.314], [-0.099, 0.863, 0.457], [-1.339, 0.766, 0.743], [-2.576, 0.663, 0.765], [-0.794, -1.848, -1.395], [-0.119, -1.070, -0.900], [2.469, -0.914, 0.022], [2.329, -0.063, -1.398], [0.472, 1.727, 0.789], [-2.959, 0.160, 1.669]],
  "total_charge": 0
}


3 | {
  "formula": "C3H4N4",
  "method": "ωB97M-V with the def2-TZVPD basis set",
  "species": ["N", "C", "N", "C", "N", "H", "C", "N", "H", "H", "H"],
  "coordinates": [[2.029, -1.239, 2.752], [1.343, -1.177, 1.834], [0.512, -1.059, 0.852], [0.389, -1.258, -0.337], [0.047, -1.680, -1.403], [0.030, -1.226, -2.294], [-1.260, 1.480, -0.238], [-0.138, 1.204, -0.718], [-2.113, 0.888, -0.550], [-1.460, 2.277, 0.476], [0.620, 1.791, -0.373]],
  "smiles": "N#CN=C=N.C=N",
  "total_charge": 0
}


Quick one: least stable of them? 1


1 | {
  "formula": "C2H4OS2",
  "method": "ωB97M-V with the def2-TZVPD basis set",
  "species": ["C", "C", "O", "S", "S", "H", "H", "H", "H"],
  "coordinates": [[0.751, -0.711, -0.187], [0.403, 0.725, 0.127], [-2.392, 1.145, 0.488], [-0.949, -1.572, 0.097], [-1.480, 0.464, -0.338], [0.847, -0.989, -1.166], [1.313, -1.385, 0.454], [0.609, 0.996, 1.086], [0.898, 1.327, -0.561]],
  "total_charge": 0
}


2 | {
  "formula": "C2H4OS2",
  "method": "ωB97M-V with the def2-TZVPD basis set",
  "species": ["O", "C", "S", "C", "S", "H", "H", "H", "H"],
  "coordinates": [[-0.788, -1.401, 0.467], [-0.743, -0.030, 0.566], [-1.790, 0.887, 1.351], [0.108, 0.658, -0.257], [1.180, -0.441, -1.001], [-0.292, -1.760, -0.096], [0.533, 1.335, 0.478], [-0.469, 1.079, -1.244], [2.262, -0.327, -0.263]],
  "smiles": "OC(=S)CS",
  "total_charge": 0
}


Quick one: least stable of them? 2


1 | {
  "formula": "C2H4OS2",
  "method": "ωB97M-V with the def2-TZVPD basis set",
  "species": ["C", "C", "O", "S", "S", "H", "H", "H", "H"],
  "coordinates": [[-1.147, -0.811, -0.096], [-0.463, 0.245, -0.262], [1.813, 1.681, -0.319], [2.289, -1.151, 0.069], [1.200, 0.473, 0.257], [-2.199, -0.643, -0.575], [-0.940, -1.752, 0.401], [-1.187, 1.271, -1.052], [0.632, 0.688, 1.577]],
  "total_charge": 0
}


2 | {
  "formula": "C2H4OS2",
  "method": "ωB97M-V with the def2-TZVPD basis set",
  "species": ["O", "C", "S", "C", "S", "H", "H", "H", "H"],
  "coordinates": [[0.620, 1.899, -0.269], [0.638, 0.753, -0.095], [2.103, -0.264, -0.311], [-0.539, -0.006, 0.584], [-2.036, 0.004, -0.375], [1.463, -1.486, -0.215], [-0.735, 0.504, 1.566], [-0.079, -1.025, 0.737], [-1.435, -0.378, -1.623]],
  "smiles": "O=C(S)CS",
  "total_charge": 0
}


3 | {
  "formula": "C2H4OS2",
  "method": "ωB97M-V with the def2-TZVPD basis set",
  "species": ["C", "C", "O", "S", "S", "H", "H", "H", "H"],
  "coordinates": [[-0.392, -1.115, 0.027], [-0.363, 1.640, -0.557], [-0.013, 0.111, -0.293], [0.807, -2.256, 0.814], [1.115, 2.542, -0.626], [-1.346, -1.616, -0.073], [-1.141, 1.853, -1.272], [-0.238, -2.987, 1.599], [1.570, 1.827, 0.382]],
  "total_charge": 0
}


4 | {
  "formula": "C2H4OS2",
  "method": "ωB97M-V with the def2-TZVPD basis set",
  "species": ["O", "C", "S", "C", "S", "H", "H", "H", "H"],
  "coordinates": [[-0.400, 1.465, -0.518], [-0.732, 0.195, -0.151], [-2.050, -0.609, -0.476], [0.453, -0.170, 0.690], [1.751, -0.294, -0.645], [-1.550, 1.742, -0.539], [0.509, -1.320, 1.083], [0.645, 0.627, 1.571], [1.374, -1.637, -1.015]],
  "smiles": "OC(=S)CS",
  "total_charge": 0
}


Quick one: least stable of them? 3


1 | {
  "formula": "C2H4OS2",
  "method": "ωB97M-V with the def2-TZVPD basis set",
  "species": ["O", "C", "S", "C", "S", "H", "H", "H", "H"],
  "coordinates": [[0.625, 1.573, -0.076], [0.999, 0.310, 0.020], [2.513, -0.241, 0.048], [-0.166, -0.717, -0.198], [-1.842, -0.053, 0.003], [-0.341, 1.595, -0.365], [0.089, -1.538, 0.473], [-0.124, -1.069, -1.237], [-1.754, 0.140, 1.332]],
  "smiles": "OC(=S)CS",
  "total_charge": 0
}


2 | {
  "formula": "C2H4OS2",
  "method": "ωB97M-V with the def2-TZVPD basis set",
  "species": ["C", "C", "O", "S", "S", "H", "H", "H", "H"],
  "coordinates": [[-0.067, 0.379, -1.647], [-0.589, -0.556, -1.072], [0.904, 1.353, 0.891], [-0.919, -0.541, 1.928], [1.107, 0.129, 1.608], [0.253, 1.207, -2.131], [-1.122, 0.183, 0.793], [-1.010, -1.419, -0.871], [1.442, -0.734, 0.501]],
  "total_charge": 0
}


3 | {
  "formula": "C2H4OS2",
  "method": "ωB97M-V with the def2-TZVPD basis set",
  "species": ["O", "C", "S", "C", "S", "H", "H", "H", "H"],
  "coordinates": [[-0.795, 1.666, -0.074], [-0.998, 0.388, -0.120], [-2.479, -0.178, -0.233], [0.100, -0.591, 0.094], [1.666, 0.156, -0.259], [0.134, 1.951, 0.086], [-0.039, -1.552, -0.503], [-0.018, -0.862, 1.179], [2.430, -0.978, -0.169]],
  "smiles": "OC(=S)CS",
  "total_charge": 0
}


Quick one: least stable of them? 2


1 | {
  "formula": "C5H6O2",
  "method": "ωB97M-V with the def2-TZVPD basis set",
  "species": ["C", "C", "C", "C", "O", "C", "O", "H", "H", "H", "H", "H", "H"],
  "coordinates": [[-0.226, 2.121, -0.318], [-0.651, 0.925, -0.030], [-0.387, -0.339, 0.237], [-1.234, -1.276, 1.028], [0.592, -0.993, -0.562], [1.755, -0.379, -0.815], [2.144, 0.695, -0.419], [0.918, 1.895, -0.137], [-0.792, 2.872, -0.897], [-1.872, -0.696, 1.700], [-0.663, -2.006, 1.604], [-1.896, -1.817, 0.337], [2.384, -1.012, -1.451]],
  "smiles": "C=C=C(C)OC=O",
  "total_charge": 0
}


2 | {
  "formula": "C5H6O2",
  "method": "ωB97M-V with the def2-TZVPD basis set",
  "species": ["C", "C", "C", "C", "O", "C", "O", "H", "H", "H", "H", "H", "H"],
  "coordinates": [[1.285, -1.237, -1.677], [0.792, -0.552, -0.820], [0.182, 0.103, 0.343], [0.809, 1.447, 0.703], [-1.221, 0.360, 0.121], [-1.993, -0.732, 0.174], [-1.598, -1.853, 0.351], [1.705, -1.864, -2.430], [0.229, -0.659, 1.129], [1.897, 1.352, 0.813], [0.390, 1.846, 1.635], [0.615, 2.178, -0.093], [-3.046, -0.454, 0.049]],
  "smiles": "C#C[C@@H](C)OC=O",
  "total_charge": 0
}


3 | {
  "formula": "C5H6O2",
  "method": "ωB97M-V with the def2-TZVPD basis set",
  "species": ["O", "C", "C", "C", "C", "C", "O", "H", "H", "H", "H", "H", "H"],
  "coordinates": [[0.785, 1.036, 0.144], [2.155, -0.030, 0.207], [1.302, -1.187, 0.274], [0.209, -0.454, 0.295], [-1.274, -0.490, 0.282], [-1.838, 0.052, -1.017], [-2.721, 0.872, -1.076], [0.662, 1.539, 0.969], [2.705, 0.298, 1.094], [2.667, 0.222, -0.723], [-1.732, 0.055, 1.116], [-1.553, -1.548, 0.370], [-1.369, -0.364, -1.934]],
  "total_charge": 0
}


Quick one: least stable of them? 3


1 | {
  "formula": "C5H6O2",
  "method": "ωB97M-V with the def2-TZVPD basis set",
  "species": ["C", "C", "C", "C", "C", "O", "O", "H", "H", "H", "H", "H", "H"],
  "coordinates": [[-1.118, -1.095, 0.059], [-1.118, 1.097, 0.031], [-0.143, 0.001, 0.048], [0.636, -0.027, -1.270], [0.788, 0.028, 1.259], [-2.298, -1.108, 0.006], [-2.295, 1.107, -0.036], [1.244, 0.872, -1.341], [-0.037, -0.071, -2.125], [1.282, -0.900, -1.289], [1.692, 0.579, 1.012], [1.059, -0.988, 1.539], [0.308, 0.505, 2.109]],
  "total_charge": 0
}


2 | {
  "formula": "C5H6O2",
  "method": "ωB97M-V with the def2-TZVPD basis set",
  "species": ["C", "C", "C", "C", "O", "C", "O", "H", "H", "H", "H", "H", "H"],
  "coordinates": [[-1.242, -0.986, 2.477], [-0.775, -0.388, 1.530], [-0.336, -0.043, 0.145], [0.863, -0.851, -0.229], [1.020, -1.362, -1.315], [0.284, 1.264, -0.673], [-0.162, 1.101, -1.988], [-1.661, -1.511, 3.321], [-1.208, -0.251, -0.478], [1.692, -0.723, 0.499], [1.396, 1.283, -0.692], [-0.046, 2.229, -0.301], [0.176, 0.239, -2.297]],
  "smiles": "C#C[C@H](C=O)CO",
  "total_charge": 0
}


Quick one: least stable of them? 2